[1]
This record from OMol25 describes a 2-piece molecular cluster, C2H10N2O overall. The level of theory is ωB97M-V/def2-TZVPD.

Each line ends with the natural charge from an NBO analysis.
Cartesian coordinates (Å):
C  2.008  -1.188  0.749  -0.42
N  0.905  -0.331  1.472  -0.68
C  -0.377  0.043  0.758  -0.07
N  -1.648  -0.313  1.252  -0.84
H  2.168  -1.060  -0.254  0.18
H  2.949  -1.268  1.255  0.21
H  1.409  -2.138  0.643  0.19
H  1.414  0.534  1.848  0.35
H  -0.466  -0.428  -0.264  0.17
H  -0.120  1.122  0.506  0.18
H  -1.507  -1.258  1.451  0.37
H  -2.123  0.248  1.989  0.37
O  -0.751  1.517  -3.628  -0.92
H  -1.176  1.111  -2.828  0.46
H  -1.120  2.380  -3.433  0.46

The value obtained for the highest occupied orbital energy is -8.8 eV. Its relative energy (zero: lowest compared OMol25 entry of this formula, charge and spin) is 49.3 kcal/mol. Its molar mass is 78.1 g/mol. As for the spin multiplicity: 1. Its SMILES is CNCN.O. Its LUMO energy is 0.81 eV. The value obtained for the HOMO-LUMO gap is 9.6 eV.

***

[2]
This record from OMol25 describes C2H10N2O2 as an isolated structure. The level of theory is ωB97M-V/def2-TZVPD.

Each line ends with the natural charge from an NBO analysis.
Cartesian coordinates (Å):
C  -2.100  0.375  0.514  -0.25
O  -1.399  0.070  -0.685  -0.75
H  -0.521  0.658  -0.748  0.51
H  -2.345  1.438  0.551  0.18
H  -3.018  -0.212  0.538  0.18
H  -1.499  0.129  1.398  0.15
C  0.629  -1.670  -0.248  -0.57
N  1.622  -0.701  -0.311  -0.33
N  1.321  1.850  0.249  -0.48
O  0.940  0.899  -0.693  -0.40
H  2.117  -0.737  -1.199  0.35
H  1.211  1.445  1.178  0.34
H  2.312  2.039  0.113  0.34
H  0.783  -2.538  -0.892  0.21
H  0.389  -1.936  0.785  0.19
H  -0.443  -1.108  -0.550  0.33

The value obtained for the highest occupied orbital energy is -8.8 eV. Its relative energy (zero: lowest compared OMol25 entry of this formula, charge and spin) is 127.7 kcal/mol. Its molar mass is 94.1 g/mol. As for the spin multiplicity: 1. Its LUMO energy is 0.69 eV. The value obtained for the HOMO-LUMO gap is 9.5 eV.

***

[3]
This record from OMol25 describes a 3-piece molecular cluster, C2H10N2O2 overall. The level of theory is ωB97M-V/def2-TZVPD.

Each line ends with the natural charge from an NBO analysis.
Cartesian coordinates (Å):
C  -1.492  -0.512  -0.176  -0.45
N  -1.535  0.910  0.251  -0.44
C  -0.668  1.864  0.137  0.27
N  0.607  1.658  -0.521  -0.89
H  -0.489  -0.928  0.138  0.18
H  -1.569  -0.489  -1.292  0.22
H  -2.323  -1.051  0.227  0.20
H  -0.931  2.795  0.351  0.16
H  1.264  2.455  -0.728  0.38
H  1.202  1.208  0.089  0.37
O  0.695  -1.285  1.840  -0.92
H  -0.052  -1.808  1.611  0.47
H  0.914  -1.413  2.628  0.45
O  1.770  -1.103  -1.752  -0.94
H  1.289  -0.405  -1.319  0.48
H  1.319  -1.895  -1.484  0.46

The value obtained for the highest occupied orbital energy is -9.3 eV. Its relative energy (zero: lowest compared OMol25 entry of this formula, charge and spin) is 55.0 kcal/mol. Its molar mass is 94.1 g/mol. As for the spin multiplicity: 1. Its SMILES is C/N=C\N.O.O. Its LUMO energy is 0.63 eV. The value obtained for the HOMO-LUMO gap is 9.9 eV.

***

[4]
This record from OMol25 describes a 3-piece molecular cluster, C2H10N2O2 overall. The level of theory is ωB97M-V/def2-TZVPD.

Each line ends with the natural charge from an NBO analysis.
Cartesian coordinates (Å):
C  -1.231  -0.973  -1.197  -0.49
N  -0.892  0.439  1.382  -0.66
C  -1.520  0.924  0.256  0.28
N  -1.593  0.390  -0.896  -0.08
H  -0.707  -1.446  -0.341  0.25
H  -0.646  -1.076  -2.100  0.25
H  -2.211  -1.486  -1.238  0.29
H  -0.803  1.084  2.165  0.44
H  0.033  0.006  1.263  0.43
H  -2.097  1.845  0.365  0.26
H  2.341  0.650  1.136  0.46
H  2.048  -0.729  0.902  0.47
O  2.390  -0.167  1.623  -0.92
H  1.211  0.782  -0.806  0.47
H  1.839  -0.297  -1.706  0.50
O  1.839  0.055  -0.807  -0.96

The value obtained for the highest occupied orbital energy (alpha / beta) is -14.9 / -14.9 eV. Its relative energy (zero: lowest compared OMol25 entry of this formula, charge and spin) is 22.5 kcal/mol. Its expectation value of S² is 0.7622. Its molar mass is 94.1 g/mol. As for the spin multiplicity: 2. Its LUMO energy (alpha / beta) is -4.32 / -8.72 eV. The charge is +1. The value obtained for the HOMO-LUMO gap (alpha / beta) is 10.6 / 6.2 eV.

***

[5]
This record from OMol25 describes a 2-piece molecular cluster, C2H10N2S overall. The level of theory is ωB97M-V/def2-TZVPD.

Each line ends with the natural charge from an NBO analysis.
Cartesian coordinates (Å):
S  0.571  3.247  -0.136  -0.51
H  0.161  3.220  1.142  0.11
N  -1.044  0.608  -0.931  -1.07
C  -0.304  -0.644  -0.745  -0.56
C  0.416  -0.667  0.590  -0.29
N  1.132  -1.938  0.733  -0.85
H  -1.896  0.601  -0.357  0.29
H  -0.157  2.087  -0.491  0.22
H  -1.359  0.674  -1.902  0.32
H  -0.974  -1.513  -0.800  0.13
H  0.418  -0.752  -1.552  0.18
H  1.140  0.146  0.631  0.18
H  -0.320  -0.480  1.382  0.15
H  1.734  -1.891  1.548  0.34
H  0.481  -2.698  0.889  0.34

The value obtained for the highest occupied orbital energy (alpha / beta) is 1.2 / -5.5 eV. Its relative energy (zero: lowest compared OMol25 entry of this formula, charge and spin) is 0.0 kcal/mol. Its expectation value of S² is 0.7503. Its molar mass is 94.2 g/mol. As for the spin multiplicity: 2. Its LUMO energy (alpha / beta) is 3.70 / 3.61 eV. The charge is -1. The value obtained for the HOMO-LUMO gap (alpha / beta) is 2.5 / 9.1 eV.

***

[6]
This record from OMol25 describes a 2-piece molecular cluster, C2H10N3 overall. The level of theory is ωB97M-V/def2-TZVPD.

Each line ends with the natural charge from an NBO analysis.
Cartesian coordinates (Å):
C  0.240  -0.398  1.199  -0.21
C  1.222  -0.591  0.313  0.05
N  2.552  -0.712  0.628  -0.76
N  -1.147  -0.460  0.704  -0.72
H  0.293  -0.303  2.270  0.23
H  0.950  -0.729  -0.726  0.20
H  3.187  -0.345  -0.049  0.40
H  2.760  -0.372  1.546  0.39
H  -1.797  0.001  1.343  0.43
H  -1.509  -1.411  0.558  0.42
H  -1.248  0.029  -0.244  0.47
N  -1.362  1.102  -1.639  -1.08
H  -1.180  0.746  -2.574  0.39
H  -0.706  1.877  -1.551  0.39
H  -2.255  1.566  -1.778  0.39

The value obtained for the highest occupied orbital energy is -13.0 eV. Its relative energy (zero: lowest compared OMol25 entry of this formula, charge and spin) is 21.0 kcal/mol. Its molar mass is 76.1 g/mol. As for the spin multiplicity: 1. Its LUMO energy is -3.07 eV. The charge is +1. The value obtained for the HOMO-LUMO gap is 9.9 eV.

***

[7]
This record from OMol25 describes a 2-piece molecular cluster, C2H10N3 overall. The level of theory is ωB97M-V/def2-TZVPD.

Each line ends with the natural charge from an NBO analysis.
Cartesian coordinates (Å):
C  1.381  1.020  0.661  -0.26
C  0.071  -1.325  -0.788  -0.47
N  -0.861  0.762  -0.955  -0.67
N  -0.961  -0.306  1.059  -0.65
N  -0.221  -0.090  -0.117  0.05
H  1.442  1.837  0.052  0.20
H  0.870  1.189  1.609  0.20
H  2.297  0.339  0.578  0.24
H  0.281  -1.212  -1.922  0.26
H  0.811  -1.956  -0.330  0.25
H  -0.837  -1.964  -0.727  0.25
H  -1.225  1.699  -0.568  0.41
H  -1.322  0.366  -1.772  0.41
H  -0.393  -0.892  1.703  0.38
H  -1.335  0.533  1.516  0.39

The value obtained for the highest occupied orbital energy is -14.0 eV. Its relative energy (zero: lowest compared OMol25 entry of this formula, charge and spin) is 128.1 kcal/mol. Its molar mass is 76.1 g/mol. As for the spin multiplicity: 1. Its LUMO energy is -4.86 eV. The charge is +1. The value obtained for the HOMO-LUMO gap is 9.2 eV.

***

[8]
This record from OMol25 describes a 3-piece molecular cluster, C2H10N3 overall. The level of theory is ωB97M-V/def2-TZVPD.

Each line ends with the natural charge from an NBO analysis.
Cartesian coordinates (Å):
C  -2.323  0.754  0.240  -0.80
C  -1.944  -0.482  -0.475  0.14
N  1.040  -1.237  -0.200  -0.39
N  0.029  -1.310  0.508  -0.20
N  2.553  0.921  -0.018  -1.07
H  -2.732  1.734  -0.202  0.26
H  -3.238  0.358  0.662  0.32
H  -1.734  1.132  1.010  0.24
H  -2.342  -0.704  -1.427  0.14
H  1.234  -1.997  -0.755  0.36
H  1.776  -0.481  0.031  0.43
H  -0.417  -2.145  0.646  0.37
H  1.841  1.507  0.348  0.40
H  3.344  0.846  0.578  0.40
H  2.913  1.106  -0.945  0.40

The value obtained for the highest occupied orbital energy (alpha / beta) is -13.1 / -13.1 eV. Its relative energy (zero: lowest compared OMol25 entry of this formula, charge and spin) is 169.7 kcal/mol. Its molar mass is 76.1 g/mol. As for the spin multiplicity: 1. Its LUMO energy (alpha / beta) is -5.07 / -5.07 eV. The charge is +1. The value obtained for the HOMO-LUMO gap (alpha / beta) is 8.0 / 8.0 eV.

***

[9]
This record from OMol25 describes a 2-piece molecular cluster, C2H10N4 overall. The level of theory is ωB97M-V/def2-TZVPD.

Each line ends with the natural charge from an NBO analysis.
Cartesian coordinates (Å):
H  1.294  4.751  4.270  0.34
N  1.316  4.924  3.269  -0.69
C  2.512  5.047  2.876  0.27
N  2.796  5.286  1.525  -0.82
H  3.370  5.114  3.544  0.14
H  3.714  5.698  1.424  0.37
H  2.082  5.886  1.145  0.39
N  -3.111  -4.869  -1.722  -0.84
C  -2.204  -4.311  -2.710  -0.04
N  -0.935  -5.011  -2.631  -0.86
H  -4.019  -4.435  -1.814  0.36
H  -3.195  -5.848  -1.970  0.36
H  -2.597  -4.422  -3.720  0.14
H  -2.018  -3.243  -2.612  0.15
H  -0.787  -5.305  -1.677  0.36
H  -0.148  -4.490  -2.975  0.36

The value obtained for the highest occupied orbital energy is -8.9 eV. Its relative energy (zero: lowest compared OMol25 entry of this formula, charge and spin) is 20.2 kcal/mol. Its molar mass is 90.1 g/mol. As for the spin multiplicity: 1. Its SMILES is [H]/N=C/N.NCN. Its LUMO energy is 1.04 eV. The value obtained for the HOMO-LUMO gap is 10.0 eV.

***

[10]
This record from OMol25 describes a 2-piece molecular cluster, C2H10N4 overall. The level of theory is ωB97M-V/def2-TZVPD.

Each line ends with the natural charge from an NBO analysis.
Cartesian coordinates (Å):
H  -4.701  1.040  3.357  0.38
N  -5.398  1.575  3.939  -0.81
C  -4.910  2.780  3.858  0.37
N  -5.459  3.961  3.191  -0.84
H  -3.806  2.880  4.125  0.11
H  -4.775  4.674  2.860  0.39
H  -5.979  3.561  2.405  0.39
N  4.200  -3.553  -2.492  -0.83
C  3.654  -2.370  -2.941  -0.08
N  4.113  -1.106  -2.307  -0.86
H  5.207  -3.265  -2.299  0.36
H  3.861  -3.898  -1.528  0.35
H  3.902  -2.498  -4.028  0.17
H  2.506  -2.440  -3.112  0.16
H  3.262  -0.732  -1.812  0.36
H  4.321  -0.609  -3.217  0.37

The value obtained for the highest occupied orbital energy is -8.6 eV. Its relative energy (zero: lowest compared OMol25 entry of this formula, charge and spin) is 78.0 kcal/mol. Its molar mass is 90.1 g/mol. As for the spin multiplicity: 1. Its SMILES is [H]/N=C/N.NCN. Its LUMO energy is 0.69 eV. The value obtained for the HOMO-LUMO gap is 9.3 eV.

***

[11]
This record from OMol25 describes a 2-piece molecular cluster, C2H10N4 overall. The level of theory is ωB97M-V/def2-TZVPD.

Each line ends with the natural charge from an NBO analysis.
Cartesian coordinates (Å):
C  0.971  0.024  0.029  0.45
C  -0.431  0.316  -0.146  0.15
N  1.811  1.041  -0.028  -0.66
N  -1.112  1.516  0.132  -0.81
N  1.386  -1.252  0.042  -0.71
N  -1.388  -0.993  0.178  -0.75
H  -0.651  0.158  -1.886  0.28
H  1.623  2.041  -0.016  0.47
H  2.804  0.898  -0.042  0.45
H  -1.079  2.122  0.879  0.44
H  -2.009  1.632  -0.304  0.42
H  0.674  -2.017  0.190  0.41
H  2.293  -1.609  0.379  0.47
H  -1.467  -1.661  -0.624  0.46
H  -1.100  -1.613  0.914  0.44
H  -2.326  -0.603  0.303  0.47

The value obtained for the highest occupied orbital energy is -19.2 eV. Its relative energy (zero: lowest compared OMol25 entry of this formula, charge and spin) is 55.9 kcal/mol. Its molar mass is 90.1 g/mol. As for the spin multiplicity: 1. Its LUMO energy is -9.99 eV. The charge is +2. The value obtained for the HOMO-LUMO gap is 9.2 eV.

***

[12]
This record from OMol25 describes C2H10N4O3P as an isolated structure. The level of theory is ωB97M-V/def2-TZVPD.

Each line ends with the natural charge from an NBO analysis.
Cartesian coordinates (Å):
N  -1.881  0.357  0.203  -0.85
C  -0.616  0.825  0.724  0.42
N  -0.790  1.089  2.138  -0.81
N  -0.292  2.084  0.094  -0.86
C  0.524  -0.249  0.514  -0.86
P  1.131  -0.525  -1.141  1.98
O  -0.038  -0.476  -2.191  -0.97
O  1.876  -1.835  -1.338  -0.95
N  1.306  -3.477  -0.802  0.62
O  0.838  -3.986  -1.644  0.03
H  -2.068  -0.633  0.237  0.37
H  -2.185  0.783  -0.655  0.38
H  -1.084  0.265  2.649  0.37
H  0.082  1.387  2.566  0.36
H  0.455  2.093  -0.584  0.36
H  -0.167  2.837  0.752  0.41
H  1.404  0.025  1.103  0.27
H  0.168  -1.213  0.892  0.25
H  2.070  0.461  -1.449  -0.06
H  -0.731  0.187  -2.068  0.54

The value obtained for the highest occupied orbital energy is -13.1 eV. Its molar mass is 169.1 g/mol. As for the spin multiplicity: 1. Its LUMO energy is -6.26 eV. The charge is +1. The value obtained for the HOMO-LUMO gap is 6.8 eV.

***

no.,F_max (hartree/bohr)
1,0.103
2,0.059
3,0.216
4,0.049
5,0.006
6,0.017
7,0.090
8,0.087
9,0.020
10,0.101
11,0.124
12,0.009